Entry from the OMol25 dataset: a cluster of 2 separate species, H5N2P in total (wB97M-V/def2-TZVPD).

Each atom is followed by the atoms it is bonded to, with distances in Å.
Positions of all 8 atoms, in Å:
1 N 1.9685 0.3978 -0.0152  N2 1.228, H5 1.002
2 N 2.6145 -0.6296 0.1741  N1 1.228, H6 1.060
3 P -1.7979 0.3300 -0.1557  H4 1.397, H7 1.299, H8 1.343
4 H -1.9076 1.7214 -0.0933  P3 1.397
5 H 1.2035 0.7052 0.5535  N1 1.002
6 H 2.4170 -1.0993 1.1038  N2 1.060
7 H -1.4178 0.4089 -1.3958  P3 1.299
8 H -3.1170 0.2652 -0.3970  P3 1.343

## Properties
HOMO-LUMO gap = 9.996 eV
DFT total energy = -453.74109 Eh
highest occupied orbital energy = -9.17 eV
relative energy (zero: lowest compared OMol25 entry of this formula, charge and spin) = 281.3 kJ/mol
multiplicity = 1
structure (SMILES) = [H]/N=N\[H].P



Entry from the OMol25 dataset: a cluster of 2 separate species, C3H7N4O2 in total (wB97M-V/def2-TZVPD).

Each atom is followed by the atoms it is bonded to, with distances in Å.
Positions of all 16 atoms, in Å:
1 C -2.3357 0.6795 -0.6528  C3 1.470, N4 1.310, H10 1.054
2 C 1.3082 0.5036 0.6679  N6 1.298, O8 1.324
3 C -2.5075 -0.7402 -0.3118  C1 1.470, O9 1.401, H11 1.186, H12 1.141
4 N -1.3678 1.1335 0.1044  C1 1.310, N5 1.281
5 N -1.1000 0.2683 1.0107  N4 1.281, O9 1.354
6 N 2.1892 -0.4497 0.6606  C2 1.298, N7 1.348, H13 1.029
7 N 3.1291 -0.8941 -0.1967  N6 1.348, H14 1.026, H16 1.034
8 O 1.3553 1.4212 -0.2860  C2 1.324, H15 0.936
9 O -1.6033 -0.9584 0.7354  C3 1.401, N5 1.354
10 H -2.8855 1.3261 -1.2783  C1 1.054
11 H -3.6461 -0.8861 -0.0154  C3 1.186
12 H -2.3110 -1.5099 -1.1302  C3 1.141
13 H 2.0169 -1.0466 1.4815  N6 1.029
14 H 2.9085 -0.4892 -1.1135  N7 1.026
15 H 0.8725 2.1281 0.0920  O8 0.936
16 H 3.9771 -0.4859 0.2320  N7 1.034

## Properties
HOMO-LUMO gap (alpha / beta) = 6.302 / 8.735 eV
DFT total energy = -487.51279 Eh
highest occupied orbital energy (alpha / beta) = -12.76 / -14.26 eV
relative energy (zero: lowest compared OMol25 entry of this formula, charge and spin) = 699.6 kJ/mol
multiplicity = 1
net charge = +1



| no. | M (g/mol) |
| --- | --- |
| 1 | 64.03 |
| 2 | 131.12 |